1.
C4H27N2O10S | wB97M-V/def2-TZVPD

## Properties
- HOMO-LUMO gap (eV) = 7.01
- total charge = -1
- ΔE to the lowest compared entry with this formula, charge and spin (kcal/mol) = 91.8

Each line ends with the Löwdin charge.
Geometry (Å):
N 1.003684 -0.282411 2.674452  0.048
C 0.640811 -0.276588 1.258664  -0.362
C 0.699690 1.164424 0.645869  -0.590
S -0.463976 2.396927 1.361286  0.466
C 1.662795 -1.145066 0.530935  -0.447
N 1.282323 -2.406230 0.156037  0.014
C 0.352963 -3.234283 0.940929  -0.044
O 2.619198 -0.635477 -0.038008  -0.011
H 1.843086 0.336077 2.763819  0.097
H 0.202746 0.164798 3.126343  0.047
H -0.389832 -0.679379 1.181440  0.116
H 1.669543 1.639690 0.909168  0.045
H 0.582415 1.178878 -0.434096  0.016
H 2.010753 -2.952165 -0.292086  0.146
H -0.657945 -2.881056 0.638843  0.057
H 0.390151 -4.301990 0.839306  0.079
H 0.318967 -2.855188 1.959241  0.082
H -2.741485 -1.796810 0.967530  -0.025
H -2.806068 -0.750494 2.178545  -0.028
O -2.549970 -1.659444 1.915052  -0.124
H 1.523723 3.731641 -0.059521  -0.002
H 1.086028 3.505034 -1.498352  -0.007
O 1.883748 3.678067 -0.951516  -0.098
H 2.991214 2.204349 -1.040519  0.012
H 3.659177 0.914711 -0.479890  0.045
O 3.201100 1.273553 -1.256468  -0.097
H 1.618798 -1.304947 -1.187664  -0.029
H 1.771296 0.155481 -1.795510  0.023
O 1.256477 -0.673032 -1.808583  -0.080
H -2.948116 1.358862 1.684028  0.014
H -1.848313 1.036816 2.779286  -0.004
O -2.812294 0.871723 2.508597  -0.152
H -0.773595 2.757048 -1.563847  0.005
H 0.253648 2.137689 -2.386819  0.040
O -0.260444 2.951803 -2.354956  -0.055
H -1.648098 -1.741275 -0.740757  0.043
H -3.170106 -1.926990 -1.242066  0.119
O -2.541924 -1.398482 -0.678666  -0.074
H -0.531595 -1.495202 -3.087137  0.026
H -1.556141 -0.472427 -2.910238  0.026
O -1.500192 -1.411947 -3.129797  -0.071
H -2.021127 0.223165 -0.986843  -0.013
H -1.572074 1.451959 -0.096285  -0.122
O -1.731039 1.148187 -0.999746  -0.135

Forces on atoms 1 to 3 (eV/Å):
0.35 0.36 0.15
0.14 0.80 -0.23
0.52 0.62 0.91

2.
CH2N2O | wB97M-V/def2-TZVPD

## Properties
- HOMO-LUMO gap (eV) = 9.43
- ΔE to the lowest compared entry with this formula, charge and spin (kcal/mol) = 56.2

Each line ends with the Löwdin charge.
Geometry (Å):
C -0.822187 0.320585 0.442408  -0.036
N 2.519281 0.082393 0.511619  0.010
N 2.465628 0.239490 -0.585788  0.005
O -1.455458 -0.502081 -0.381830  -0.117
H -1.243193 1.346034 0.151903  0.007
H -1.464071 -1.486423 -0.138312  0.130

Forces on atoms 1 to 3 (eV/Å):
-0.89 -0.58 -0.12
-0.09 0.43 -3.01
0.15 -0.43 3.01

Number 1: LUMO 0.099 hartree. Number 2: LUMO 0.022 hartree.